(1)
ORCA calculation (ωB97M-V/def2-TZVPD) on a cluster of 10 separate species, C28H60O8S8 in total at a distorted geometry.

XYZ file:
```
104
Properties=species:S:1:pos:R:3:forces:R:3:mulliken_charge:R:1
C -0.030353 0.588515 -0.261349 0.9 1.8 1.7 -1.05
S -1.257716 -0.465534 -0.907795 0.5 -3.6 0.4 0.69
O -0.676606 -1.901071 -0.789223 -0.1 1.8 -0.8 -0.36
C -2.259982 -0.381487 0.562367 -1.1 -7.8 -0.2 -0.70
H 0.608804 0.099423 0.501536 -1.2 0.2 0.5 -0.19
H -0.304786 1.676150 -0.119484 -0.6 -1.3 0.7 0.32
H 0.781503 0.827664 -0.854078 1.4 -0.3 -2.7 0.62
H -1.664772 -0.719111 1.434762 -0.6 -0.6 -0.7 -0.13
H -3.350735 -0.705289 0.469636 1.8 0.1 0.1 0.10
H -2.213355 0.535890 0.600133 -0.8 9.7 1.2 0.62
C -1.162127 -4.259893 -2.837127 2.2 0.3 -1.0 -0.82
S -1.886532 -4.597094 -1.296329 -0.9 2.7 2.5 0.73
O -2.823157 -5.718261 -1.330726 -0.9 -1.7 -0.8 -0.77
C -0.572942 -5.205522 -0.252098 -0.8 -3.9 0.3 -0.43
H -1.895398 -3.996713 -3.589108 -0.5 0.4 0.3 0.33
H -0.700738 -5.155066 -3.251328 0.4 -0.1 0.1 0.41
H -0.413868 -3.400618 -2.713596 -1.1 -1.2 -0.1 0.07
H -0.217709 -6.188000 -0.754332 -0.6 1.3 0.9 0.33
H -0.981379 -5.466399 0.802910 0.1 0.4 -2.0 0.17
H 0.282467 -4.669199 -0.056131 1.7 2.0 -0.1 -0.09
C 0.174741 1.759575 -3.860162 -4.1 -11.4 0.5 -2.44
S -0.383327 0.720612 -5.289658 -2.1 0.4 3.1 0.29
O -1.377931 -0.296427 -4.724912 1.6 0.1 -0.4 -0.53
C -1.566712 1.940819 -5.790275 2.5 4.0 -0.9 -0.92
H -0.551043 1.751786 -3.150839 -1.8 0.1 2.2 -0.07
H 0.506957 2.515433 -4.142216 3.0 13.4 -5.3 1.52
H 1.126001 1.542334 -3.632585 3.3 -3.0 2.3 1.19
H -2.454731 2.322241 -5.179413 1.8 -0.7 -0.3 0.19
H -1.873181 1.372521 -6.579519 -1.8 -0.8 -2.6 0.51
H -0.827808 2.832053 -6.309144 -2.4 -2.0 1.5 0.27
C 3.965728 2.188810 -1.503507 1.2 -1.3 3.1 -0.35
S 5.185671 2.357977 -0.212036 1.9 0.5 -1.4 0.28
O 4.548555 2.235011 1.099382 -1.0 -0.5 1.0 -0.47
C 6.041551 0.762471 -0.515086 -2.8 0.8 -0.4 -0.83
H 4.391079 2.162394 -2.410211 1.6 0.5 -3.4 0.69
H 3.314529 2.927762 -1.292158 -2.5 2.5 0.1 0.08
H 3.610276 1.239135 -1.293201 -1.5 -1.9 0.2 -0.17
H 5.134067 0.004150 -0.775863 2.7 1.0 1.5 0.00
H 6.715235 0.920246 0.333439 -0.3 -1.8 0.2 0.41
H 6.626522 0.966258 -1.379050 0.5 -0.1 -1.0 0.48
C 3.819851 -2.517586 1.171421 -0.3 -1.9 1.2 -1.16
S 2.390691 -2.254428 0.042350 4.0 1.2 -0.8 1.07
O 2.962895 -1.033695 -0.737465 -1.6 -1.6 0.6 -0.78
C 2.870915 -3.702596 -0.939260 -0.9 2.1 -5.5 -1.14
H 4.091954 -1.535001 1.537842 0.1 0.0 0.2 0.36
H 4.705909 -3.139565 0.829733 -1.1 1.2 -0.5 0.33
H 3.433620 -3.186172 1.982481 0.2 0.8 -0.1 0.30
H 1.921725 -3.951640 -1.523984 1.1 0.5 0.3 0.20
H 3.094072 -4.656978 -0.555471 0.9 -0.7 1.3 0.49
H 3.694064 -3.247555 -1.873796 -2.4 -1.5 3.3 0.23
C -4.387123 -5.881893 2.599056 0.4 -2.8 -2.7 -0.97
S -3.320919 -4.900715 3.594953 2.6 -0.8 -1.1 0.41
O -1.894386 -5.383993 3.285560 -1.7 0.7 0.6 -0.61
C -3.471062 -3.342123 2.748682 2.1 -0.9 -0.9 -0.84
H -4.506523 -6.883131 3.038929 -0.3 0.6 0.5 0.36
H -4.224953 -6.215186 1.485830 1.4 1.1 1.7 0.25
H -5.277982 -5.404324 2.361520 -2.2 1.0 0.7 0.43
H -4.261224 -2.783590 3.068722 -2.6 1.2 0.5 0.60
H -3.270580 -3.351818 1.687745 -0.7 -0.6 -0.6 0.14
H -2.619403 -2.786351 3.039184 1.2 0.5 1.0 0.23
C 1.995972 2.927465 2.461852 0.4 -0.7 6.0 -1.05
S 3.001937 4.414070 2.501969 -0.4 1.6 -0.9 0.68
O 2.119123 5.661771 2.290521 0.8 -2.0 0.6 -0.71
C 3.473109 4.354663 4.245130 -2.5 -0.4 -0.7 -1.06
H 2.482916 2.021348 2.987583 0.2 1.7 -0.4 0.33
H 1.964999 2.496341 1.563210 -1.0 -0.8 -4.0 0.31
H 1.105684 2.975860 3.151410 0.3 0.5 -1.5 0.45
H 3.940321 3.360016 4.334042 -0.7 0.4 0.8 0.29
H 2.550583 4.762991 4.772977 0.9 -1.5 -0.1 0.29
H 4.158613 5.112787 4.388367 1.8 1.5 0.1 0.46
C -6.095076 0.869096 -1.502081 0.0 -0.5 6.8 -0.93
S -4.665581 1.563589 -2.121276 5.0 1.2 4.4 0.43
O -3.759638 1.847066 -0.788682 -2.3 -0.1 -3.4 -0.51
C -4.032502 0.019094 -2.663747 -0.9 -4.0 -1.3 -0.59
H -5.624448 0.092536 -0.629976 -1.6 1.8 -2.6 0.10
H -6.372561 0.410783 -2.351963 -2.3 -2.2 -2.4 0.51
H -6.880994 1.489332 -0.912500 1.6 -0.6 -1.7 0.32
H -4.021242 -1.025618 -2.089082 -1.0 2.6 0.0 0.24
H -3.050587 -0.130685 -3.017115 1.7 1.6 -0.4 0.05
H -4.578219 -0.228353 -3.594455 -0.2 0.1 0.3 0.51
C -0.058416 5.232794 -3.080533 -2.2 -1.3 4.0 -0.50
C 0.590465 4.957760 -1.743819 -4.0 -0.2 -3.8 -0.83
C -0.166436 4.419016 -0.768797 -2.5 -0.1 0.0 -0.11
C -1.590163 4.074686 -0.966540 3.9 1.1 -1.0 -0.61
C -2.194309 4.265409 -2.170905 0.8 2.1 -0.7 -0.32
C -1.430291 5.042064 -3.259562 3.2 -4.1 8.8 -1.23
H 0.455006 5.710155 -3.830833 1.4 1.0 -1.6 0.55
H 1.559226 5.228946 -1.719837 3.2 0.8 0.8 0.70
H 0.084886 4.364591 0.268404 1.0 -0.1 0.4 0.55
H -1.967031 3.727473 -0.052693 -1.5 -0.7 0.6 0.55
H -3.264730 4.041207 -2.098890 0.3 0.2 -1.1 0.45
H -1.839611 5.211172 -4.092983 -3.3 1.5 -6.4 0.77
C 2.110969 -0.887857 5.638737 0.6 -2.7 0.1 -0.37
C 1.901644 -1.760624 4.440452 -1.7 1.5 -1.9 -0.57
C 1.013372 -1.310570 3.355642 3.3 0.3 5.1 0.49
C 0.320123 -0.095334 3.558596 2.1 -1.0 2.3 -0.01
C 0.481816 0.714335 4.674039 3.0 0.4 2.8 -0.64
C 1.553839 0.343626 5.788592 -4.1 -0.3 -4.8 -0.50
H 2.639398 -1.253844 6.579702 -0.2 0.1 -1.7 0.25
H 2.294864 -2.767245 4.133829 0.3 1.1 1.5 0.26
H 1.019682 -1.827243 2.420183 -0.5 -0.4 -0.3 0.42
H -0.257312 -0.088572 2.735511 -2.8 2.1 -2.3 -0.11
H 0.084693 1.739925 4.911336 -0.2 -1.4 -0.9 0.34
H 1.627569 0.958774 6.658529 0.2 0.2 0.3 0.49
```
Positions in Å, forces in eV/Å.

Calculated values
LUMO level = 0.0112 Ha
HOMO energy = -7.84 eV
Total energy = -4889.4663 Eh
Orbital gap = 8.1448 eV

(2)
ORCA calculation (ωB97M-V/def2-TZVPD) on a cluster of 2 separate species, C3H9PS in total at a distorted geometry.

XYZ file:
```
14
Properties=species:S:1:pos:R:3:forces:R:3:mulliken_charge:R:1
C 1.810565 0.553507 -2.102938 1.5 -2.9 -1.7 -0.42
C -2.395186 -1.834582 1.028827 -0.1 1.3 -2.2 -0.90
C 1.444338 0.983853 0.544124 -1.2 -1.2 -0.6 -0.84
P 1.901290 -0.381522 -0.732410 -0.1 1.2 0.2 0.04
S -0.449602 1.191270 0.539903 1.6 0.8 0.1 -0.13
H 1.530638 1.549526 -2.206031 -0.5 1.7 0.2 0.27
H 2.150537 0.098632 -3.119736 -0.8 0.6 1.9 0.22
H -2.434243 -0.703596 0.728725 -0.6 -2.1 1.2 0.07
H -1.616695 -2.017348 1.733530 0.3 0.1 0.9 0.25
H -3.323507 -2.413046 1.229510 0.5 1.0 0.1 0.28
H -1.985829 -2.230591 0.093168 -0.1 -0.3 0.0 0.27
H 1.785772 0.792112 1.552196 -0.1 -0.4 0.1 0.39
H 1.940486 1.867902 0.214722 0.0 0.8 -0.3 0.37
H -0.358563 2.543883 0.496409 -0.3 -0.4 0.1 0.12
```
Positions in Å, forces in eV/Å.

Calculated values
LUMO level = 0.0016 Ha
HOMO energy = -8.96 eV
Total energy = -859.1580 Eh
SMILES = C=PCS.C
Orbital gap = 9.0053 eV

(3)
ORCA calculation (ωB97M-V/def2-TZVPD) on an isolated molecule of C5H6N2O at a distorted geometry.

XYZ file:
```
14
Properties=species:S:1:pos:R:3:forces:R:3:mulliken_charge:R:1
C 0.221394 -0.050369 0.289641 -0.6 -0.7 -0.6 1.45
C -0.614140 -0.995872 -0.720594 -0.2 0.0 0.3 -0.74
C -0.978624 0.951418 0.033273 2.0 -1.0 -1.9 0.06
C 1.553951 0.323099 -0.232815 -0.5 0.9 0.4 -1.03
C 2.530574 0.919422 -0.615747 0.7 -0.2 -1.7 0.02
H -0.563778 -0.000038 2.302951 1.5 -0.6 -1.6 0.19
H 0.841788 -1.045282 2.120583 -1.1 1.3 -1.2 0.21
H -0.155799 -1.418592 -1.638381 0.0 0.6 0.5 0.29
H -1.109028 -1.831552 -0.176578 0.3 0.6 -0.2 0.26
H -2.561481 -0.042652 -1.111711 2.2 1.1 0.3 0.28
H 3.312487 1.292796 -1.319522 -1.0 -0.4 1.5 0.36
N 0.206640 -0.339880 1.664597 0.0 -1.0 3.1 -0.55
N -1.520257 0.183460 -0.963721 -2.2 -2.8 -0.3 -0.28
O -1.163731 2.054043 0.368020 -0.9 2.1 1.4 -0.52
```
Positions in Å, forces in eV/Å.

Calculated values
LUMO level = 0.0308 Ha
HOMO energy = -9.23 eV
Total energy = -378.7635 Eh
SMILES = C#C[C@]1(N)CNC1=O
Orbital gap = 10.0667 eV